No. 1
9
Properties=species:S:1:pos:R:3:forces:R:3 method="wB97M-V/def2-TZVPD" e_above_lowest_kcal_mol=20.7 orbital_gap_ev=12.72 charge=0 fmax_ev_per_a=5.56 smiles=C[C@@H](F)C#N
C -0.830529 -0.436388 -0.519034 0.2 0.1 -0.1
C 0.407395 -0.402853 0.320758 1.0 3.6 0.5
F 1.483513 -0.938455 -0.284810 -0.2 0.0 0.0
C 0.865056 1.412083 0.590195 -1.4 -5.3 -0.7
N 1.144540 2.504313 0.737857 0.4 1.6 0.2
H -0.672945 0.097643 -1.455041 0.0 0.0 0.1
H -1.660273 0.015753 0.018312 0.0 0.0 0.0
H -1.070651 -1.472336 -0.748288 0.0 -0.1 0.1
H 0.333893 -0.779760 1.340051 0.0 0.1 -0.1


No. 2
117
Properties=species:S:1:pos:R:3:forces:R:3 method="wB97M-V/def2-TZVPD" e_above_lowest_kcal_mol=51.8 orbital_gap_ev="5.60 / 4.68" charge=-2 fmax_ev_per_a=0.66
Pb -0.475041 -0.849918 -0.620760 -0.1 -0.2 0.1
Cl -3.122321 3.744406 0.924867 0.1 0.1 -0.1
C -2.355758 3.515131 -0.626496 0.0 -0.1 -0.1
C -2.377584 4.601915 -1.511057 0.0 0.0 0.1
C -1.777394 4.527885 -2.731310 0.0 0.1 0.0
Cl -1.825185 5.921405 -3.796540 0.0 -0.1 0.0
C -1.105992 3.349757 -3.123626 0.0 -0.2 0.0
C -0.422542 3.192154 -4.349665 0.0 0.0 0.0
C 0.224623 2.021798 -4.626726 0.0 0.0 0.0
C 0.178275 0.980081 -3.681673 0.0 0.0 0.0
N -0.468711 1.096896 -2.550778 -0.1 0.1 0.0
C -1.100908 2.247690 -2.231769 0.1 0.0 -0.1
C -1.751406 2.282931 -0.923242 0.0 -0.2 0.3
O -1.739884 1.271206 -0.129667 0.1 0.4 -0.5
H -2.878579 5.511396 -1.205912 0.0 0.0 0.0
H -0.408003 4.015807 -5.051561 0.0 0.0 0.0
H 0.769552 1.887966 -5.552835 0.0 0.0 0.0
H 0.694910 0.037309 -3.852777 0.0 0.1 0.0
S 2.757027 -3.905774 0.299444 -0.1 0.0 0.1
S 3.203594 -2.694624 1.823237 0.0 0.1 0.0
S 2.322807 -0.818219 1.554701 0.2 -0.1 -0.1
S 0.346696 -0.949152 2.045806 -0.2 0.1 0.4
C -0.589292 -4.060085 -4.090926 0.0 0.0 0.0
C 0.593221 -3.549365 -4.887429 0.0 0.0 0.1
O 1.846219 -3.794456 -4.223361 -0.2 0.0 0.0
P 2.374822 -2.677182 -3.171154 0.0 0.1 -0.2
O 1.283421 -2.169082 -2.306355 0.0 -0.1 -0.2
Te 4.383127 -3.598963 -2.288245 0.0 0.1 0.0
O 2.732421 -1.439255 -4.171881 0.1 0.0 0.0
C 3.732872 -1.575873 -5.177151 -0.1 0.1 0.0
C 3.479526 -0.515918 -6.229078 0.0 0.0 0.1
H -1.509730 -3.913649 -4.664914 0.0 0.0 0.0
H -0.677768 -3.526029 -3.145000 0.0 0.0 0.0
H -0.474831 -5.123966 -3.875643 0.0 0.0 0.0
H 0.482969 -2.480967 -5.098198 0.0 0.0 0.0
H 0.661774 -4.073216 -5.841157 0.1 0.0 -0.1
H 3.696324 -2.575771 -5.616490 0.0 0.0 0.0
H 4.719670 -1.449125 -4.727248 0.0 0.0 0.1
H 2.509300 -0.671088 -6.706148 0.0 0.0 0.0
H 4.260691 -0.550374 -6.992070 0.0 0.0 0.0
H 3.482700 0.475825 -5.770632 0.0 0.0 0.0
C -2.697950 -5.125250 -1.190489 0.1 0.0 -0.1
Si -2.649895 -3.797868 0.168948 0.0 -0.1 0.1
C -4.144062 -4.147876 1.277651 -0.1 0.0 0.0
C -1.120430 -4.188660 1.171769 0.1 0.1 0.1
C -2.698214 -2.058291 -0.438367 0.1 0.1 0.0
Si -4.011896 -1.603771 -1.639672 -0.1 0.1 -0.2
C -4.612264 -3.003892 -2.769082 0.1 -0.2 0.0
C -3.519469 -0.254001 -2.861463 0.1 0.1 0.0
C -5.588214 -0.992664 -0.794857 0.0 0.0 0.1
H -3.648541 -5.668414 -1.182169 0.0 0.0 0.0
H -1.892210 -5.849464 -1.032207 -0.1 0.0 0.0
H -2.567820 -4.702529 -2.187564 0.0 -0.1 0.0
H -4.149463 -5.179965 1.648625 0.0 0.1 0.0
H -5.074657 -3.982375 0.719205 0.1 0.0 0.1
H -4.159844 -3.475142 2.143825 0.0 0.0 -0.1
H -1.136761 -5.224893 1.528482 0.0 0.0 0.0
H -1.015431 -3.527370 2.036917 0.0 -0.1 -0.1
H -0.216159 -4.059961 0.566340 0.0 0.0 0.1
H -2.949619 -1.480342 0.470479 0.0 0.0 0.0
H -3.838617 -3.300000 -3.486458 -0.1 0.0 0.0
H -5.483318 -2.658235 -3.336060 0.1 0.0 0.0
H -4.904473 -3.895673 -2.206233 0.0 0.1 -0.1
H -2.537407 -0.468492 -3.298157 -0.1 0.0 0.0
H -3.453080 0.722443 -2.369072 0.0 -0.1 0.0
H -4.245597 -0.172715 -3.678025 0.0 0.0 0.0
H -5.880066 -1.673675 0.013349 0.0 0.1 -0.1
H -6.420665 -0.924190 -1.504535 0.1 0.0 0.0
H -5.430727 -0.005589 -0.349693 0.0 0.0 0.0
Te -3.315742 0.623548 2.227187 -0.1 -0.1 0.3
C -4.243257 -0.768774 3.524293 0.0 -0.1 0.0
C -3.483214 -1.511898 4.435903 0.0 0.0 -0.1
C -4.077345 -2.473831 5.243243 0.0 0.1 0.0
C -5.444690 -2.705634 5.161305 0.0 0.0 -0.1
C -6.215568 -1.968803 4.269719 0.1 0.0 0.0
C -5.618806 -1.013643 3.456033 0.0 0.0 0.0
H -2.413879 -1.338723 4.492884 0.0 0.0 0.0
H -3.470247 -3.043945 5.936520 0.0 0.0 0.0
H -5.905441 -3.468623 5.777240 0.0 0.0 0.0
H -7.282271 -2.145153 4.198591 0.0 0.0 0.0
H -6.219730 -0.454135 2.747400 0.0 0.0 0.0
Cl -0.724932 2.844875 7.098199 0.0 0.0 0.0
C 0.638086 2.829298 6.012680 0.0 0.0 0.0
C 0.653952 1.966330 4.935449 -0.1 -0.1 -0.1
C 1.757992 1.972150 4.096792 0.0 0.0 0.0
C 2.842717 2.822825 4.298914 0.1 0.0 0.1
C 3.977984 2.779637 3.294672 -0.1 0.0 -0.1
C 3.957618 4.008329 2.369125 -0.1 0.0 0.0
N 2.878575 4.018445 1.404884 0.0 0.0 0.1
C 1.577888 4.419735 1.612500 0.0 0.0 0.0
C 0.959549 4.311929 0.401097 0.0 -0.1 -0.1
N 1.845728 3.859964 -0.551525 0.0 0.0 0.1
C 2.976426 3.694002 0.087008 -0.1 0.0 -0.1
O 5.240096 2.751766 3.951242 0.1 0.0 0.1
C 6.189222 1.775000 3.514450 -0.1 0.1 -0.1
C 6.571327 1.924953 2.067780 -0.1 0.1 0.2
C 6.310842 1.010228 1.092001 0.1 0.0 -0.1
Cl 5.718930 -0.581665 1.277166 -0.1 0.1 0.0
S 6.720592 1.585010 -0.476872 0.1 -0.1 0.0
C 7.311897 3.057767 0.172807 0.0 0.0 -0.1
C 7.177478 3.100439 1.522435 -0.1 0.1 0.1
C 2.776158 3.694179 5.390055 -0.1 -0.1 -0.1
Cl 4.025797 4.864328 5.738758 0.1 0.0 -0.1
C 1.689073 3.697789 6.249741 0.0 0.1 0.0
H -0.175336 1.298764 4.738778 0.0 0.0 0.0
H 1.771054 1.300191 3.246119 -0.1 -0.1 0.0
H 3.835890 1.881986 2.683399 0.0 0.0 0.0
H 4.894425 4.026105 1.824812 0.1 0.0 -0.1
H 3.901897 4.911005 2.976461 0.0 0.0 0.0
H 1.218463 4.720124 2.584354 0.0 0.0 -0.1
H -0.075994 4.503390 0.161163 0.1 0.0 0.0
H 3.901121 3.338762 -0.348759 0.0 0.0 0.1
H 5.827674 0.759829 3.693039 -0.1 0.0 0.0
H 7.049278 1.956609 4.158162 0.1 -0.1 0.0
H 7.711801 3.814913 -0.486017 0.0 0.0 0.1
H 7.465532 3.949182 2.131567 0.0 -0.1 0.0
H 1.662577 4.380846 7.087123 0.0 0.0 0.0


No. 3
131
Properties=species:S:1:pos:R:3:forces:R:3 method="wB97M-V/def2-TZVPD" orbital_gap_ev=7.95 charge=+1 fmax_ev_per_a=5.01
C -0.439971 3.603240 -1.056841 -0.2 0.3 0.1
C 0.591725 4.175904 -1.677398 1.2 -1.0 -0.2
C 1.570421 3.332587 -2.475913 -2.9 1.5 1.8
O 1.839470 3.616503 -3.563264 1.6 0.6 -4.7
O 2.092801 2.328268 -1.788861 -0.1 -0.9 0.4
C 2.367118 1.159020 -2.574395 0.8 -1.4 0.3
C 3.343560 0.217896 -1.831320 0.1 1.0 0.6
C 4.033840 0.894657 -0.641031 0.7 -0.8 0.5
C 3.354171 0.585456 0.694891 -0.4 0.9 -0.2
C 1.831696 0.800367 0.662921 0.1 -0.1 0.5
C 1.416142 2.214536 1.094177 -0.3 -0.1 0.0
C 1.282346 2.295612 2.582414 0.1 -0.4 -3.6
C 0.252318 1.659627 3.153639 -1.6 -1.0 -0.1
C -0.823896 0.909798 2.398518 0.3 -0.1 0.4
C -0.848109 -0.622260 2.628888 -1.1 0.5 -1.2
C -2.305346 -1.115598 2.363356 0.4 -0.2 0.0
C -2.560637 -1.836168 1.025247 -0.3 0.5 0.7
C -2.223320 -1.022096 -0.219136 -0.7 -0.9 0.3
O -2.775994 -1.760192 -1.302705 0.6 -0.1 0.0
C -2.069792 -1.585732 -2.524065 -0.3 0.8 0.4
C -2.208692 -0.138157 -3.040189 0.0 -0.5 -0.3
C 0.155739 1.734258 4.511924 -2.0 -0.7 0.8
C -1.010580 1.050064 5.163072 0.4 0.2 0.7
C 1.075803 2.438354 5.248308 -0.8 -1.8 2.0
P 0.787968 2.419653 7.073718 -1.6 0.8 1.1
C 0.848848 0.608159 7.521641 0.2 0.4 -0.6
O 2.040258 3.074550 7.931938 -0.1 -0.9 -0.6
C 2.042655 3.057261 4.594345 2.9 2.7 1.7
C 3.035210 3.877684 5.374390 0.6 -1.0 -0.4
N 2.153977 2.973233 3.287909 1.0 0.8 -0.8
N 3.160651 3.601003 2.550928 0.6 -0.3 0.3
C 4.529262 3.125588 2.795794 0.3 0.2 0.4
C 3.005695 5.010023 2.400787 1.8 -0.6 -4.1
C 3.404045 5.559633 1.036708 0.3 -1.8 0.3
O 2.575391 5.728220 3.191803 -2.3 2.0 4.0
H -0.533324 3.735428 0.012538 -1.7 1.5 -0.2
H -1.120913 3.010172 -1.651699 0.5 -1.7 0.6
H 0.800247 5.230801 -1.637505 0.9 -0.1 1.2
H 1.436315 0.607175 -2.659050 -0.3 0.2 -0.4
H 2.791509 1.365002 -3.548648 -0.3 0.6 -0.1
H 2.802423 -0.631380 -1.426313 0.0 -0.3 -0.2
H 4.127815 -0.144791 -2.484075 -0.2 -0.1 -0.4
H 5.036164 0.466676 -0.581588 0.1 0.1 0.0
H 4.178907 1.966248 -0.745802 -0.2 0.1 -0.3
H 3.605018 -0.402204 1.072038 0.0 -0.3 -0.3
H 3.757121 1.290005 1.425074 0.0 -0.3 0.1
H 1.394042 0.087283 1.356388 -0.1 0.0 0.1
H 1.364241 0.592527 -0.297051 0.2 -0.1 -0.1
H 0.418774 2.412153 0.717408 0.1 -0.1 -0.1
H 2.046969 2.991036 0.685103 0.1 -0.2 -0.1
H -1.763436 1.339127 2.741310 -0.1 0.0 -0.2
H -0.793558 1.065511 1.328063 0.1 0.2 -0.1
H -0.490945 -0.927753 3.602627 0.1 0.0 0.1
H -0.223682 -1.057026 1.851811 0.3 -0.3 0.2
H -3.007234 -0.281212 2.383619 0.1 0.2 0.2
H -2.563405 -1.750135 3.205212 -0.4 -0.3 -0.1
H -3.637725 -1.988967 0.966227 -0.1 -0.3 0.0
H -2.103174 -2.822898 1.016902 0.2 0.0 -0.2
H -2.749452 -0.062998 -0.186146 0.4 0.3 0.2
H -1.137755 -0.894474 -0.288983 0.1 0.2 -0.4
H -1.024874 -1.856838 -2.352329 0.1 0.0 -0.2
H -2.504510 -2.267266 -3.243502 -0.1 -0.3 0.1
H -2.396293 -0.162019 -4.124622 0.1 0.4 0.6
H -1.318343 0.450632 -2.834620 0.1 0.2 -0.1
H -3.058759 0.333238 -2.553465 -0.1 0.0 0.0
H -0.691801 0.032551 5.380827 -0.4 -0.2 0.0
H -1.252004 1.508549 6.119868 -0.1 0.1 0.0
H -1.904547 1.061864 4.554735 0.0 -0.2 0.0
H 1.389854 0.472589 8.454029 0.2 0.0 0.0
H -0.166977 0.265182 7.687505 -0.1 0.1 0.1
H 1.265939 0.005110 6.717807 0.3 -0.2 0.1
H 2.692520 2.377724 8.065171 0.5 0.2 0.2
H 2.532960 4.491737 6.105921 0.0 0.3 -0.1
H 3.646421 3.150612 5.912042 0.1 0.2 0.2
H 3.708302 4.428861 4.741078 -0.1 0.4 0.1
H 5.127498 3.947172 3.187548 0.2 0.0 -0.1
H 5.019274 2.688482 1.931268 -0.1 0.2 -0.3
H 4.531411 2.369095 3.575407 -0.2 -0.1 0.0
H 2.767681 5.034443 0.321448 -0.1 0.2 -0.2
H 3.275142 6.626529 0.986367 0.1 0.2 0.1
H 4.419657 5.222437 0.823366 0.1 0.3 -0.2
C -0.303154 -2.998261 -6.029331 0.1 0.1 -0.1
Cl -1.402526 -1.645212 -5.724279 0.2 -0.3 -0.4
Cl 0.958052 -2.527741 -7.168740 0.0 0.0 0.0
Cl 0.403892 -3.575146 -4.523521 0.0 -0.1 0.0
H -0.870919 -3.808390 -6.465565 0.0 0.0 0.0
C -6.501991 -0.740749 5.927057 0.1 0.0 0.0
Cl -5.280993 -0.628774 7.200398 -0.1 0.0 0.0
Cl -6.538699 0.745376 4.966656 -0.1 -0.3 0.1
Cl -6.216393 -2.153463 4.913596 0.0 0.1 0.0
H -7.468751 -0.858698 6.397441 0.0 0.0 0.0
C -1.111185 -7.412697 -6.907568 0.2 0.0 0.1
Cl -2.214412 -6.071931 -6.587176 -0.1 0.0 0.0
Cl 0.142240 -6.927131 -8.060567 -0.3 0.0 -0.1
Cl -0.395622 -7.997237 -5.404836 -0.5 -0.2 0.0
H -1.681451 -8.220252 -7.347434 0.0 0.0 0.0
C 3.251164 -6.971178 -4.439896 0.0 0.1 -0.2
Cl 2.398255 -6.718350 -5.957837 0.6 0.2 0.1
Cl 4.990334 -7.123279 -4.705916 0.0 -0.1 0.0
Cl 2.917713 -5.650919 -3.315229 0.1 -0.1 0.2
H 2.893251 -7.892617 -3.998898 0.0 0.0 0.0
C -0.364395 7.863641 0.605656 -0.1 0.0 0.2
Cl 0.470346 7.412432 -0.892796 -0.2 0.4 0.3
Cl -2.061567 7.385530 0.617000 0.1 0.0 -0.2
Cl 0.458233 7.180516 2.014276 -0.1 0.1 -0.2
H -0.322737 8.942330 0.675589 0.0 0.0 0.0
C -2.069561 7.913264 -3.987546 0.1 0.0 0.1
Cl -3.362573 7.369846 -2.916372 0.0 0.0 0.0
Cl -1.393504 9.442445 -3.421828 0.0 0.0 0.0
Cl -0.811989 6.681950 -4.122442 0.0 0.0 -0.1
H -2.491149 8.073640 -4.970372 0.0 0.0 0.0
C -4.310571 4.381608 2.636813 -0.2 0.1 0.3
Cl -2.560639 4.142231 2.503842 0.0 -0.2 0.0
Cl -5.122334 3.012784 3.417776 0.4 0.2 -0.3
Cl -4.647642 5.859973 3.531502 0.0 0.0 -0.1
H -4.708587 4.491893 1.636862 0.0 -0.1 0.0
C 6.312071 -6.725269 -1.272356 0.1 0.0 0.1
Cl 8.027472 -7.014549 -1.552820 0.0 0.0 0.0
Cl 5.580132 -8.080755 -0.413488 0.0 0.0 0.0
Cl 6.068870 -5.216246 -0.381880 0.0 0.0 0.0
H 5.823737 -6.632054 -2.231460 0.0 0.0 0.0
C -6.081859 -7.598754 -6.917189 0.0 0.0 -0.1
Cl -6.027073 -6.068738 -7.795184 0.0 0.0 0.1
Cl -7.667825 -8.351547 -7.076280 0.0 0.0 0.0
Cl -4.818867 -8.691600 -7.486252 0.1 0.2 -0.3
H -5.905666 -7.395190 -5.869150 0.0 0.0 0.0
C -4.297385 -11.780449 -4.328385 0.0 0.1 -0.1
Cl -3.269312 -12.776663 -5.358644 0.0 0.0 0.0
Cl -3.321722 -10.656023 -3.377131 0.0 0.0 0.0
Cl -5.484581 -10.905029 -5.295696 -0.1 -0.3 0.3
H -4.826390 -12.431506 -3.645911 0.0 0.0 0.0